[1]
# C39H41IrN2O8P4

C39H41IrN2O8P4 as an isolated structure (wB97M-V/def2-TZVPD, OMol25).

charge: +1
energy relative to the best compared isomer or geometry (same formula, charge and spin): 44.9 kJ/mol
HOMO energy (alpha / beta): -10.47 / -10.55 eV
energy: -3691.931446 a.u.
expectation value of S²: 0.756
2S+1: 2
gap between HOMO and LUMO (alpha / beta): 8.026 / 7.550 eV

Geometry as XYZ:
```
95
C39H41IrN2O8P4 | OMol25 | wB97M-V/def2-TZVPD
Ir 0.793 0.819 -0.064
P 0.704 -1.562 -0.627
P 1.902 3.861 -0.375
P 4.005 1.980 -0.072
P -1.578 0.921 -0.688
O 4.421 4.530 -0.717
O 3.087 0.802 -0.237
O 4.174 2.460 1.410
O 1.485 5.276 -0.982
O 2.071 3.944 1.104
O 0.959 2.843 -0.996
O 0.514 1.666 1.896
O 5.477 1.601 -0.542
N 0.504 1.285 3.140
N -1.975 -1.830 -0.328
C -2.671 -0.574 -0.466
C -2.575 4.413 1.088
C -2.875 1.486 -3.107
C -2.795 -2.900 0.145
C -2.570 2.232 0.066
C -0.495 1.144 -3.244
C -0.954 -2.136 -1.284
C -4.649 3.261 0.701
C 1.485 -3.676 1.081
C 1.644 0.904 5.168
C -2.919 1.696 -4.474
C 0.794 -2.472 0.954
C 3.577 3.450 -1.081
C -0.543 1.364 -4.611
C -4.221 -4.797 -0.262
C -0.736 0.803 5.094
C 0.438 0.711 5.833
C 1.661 1.184 3.826
C 2.592 -4.065 -3.278
C 4.211 -2.522 -2.410
C 3.220 -1.911 -1.660
C -3.385 -3.799 -0.740
C -4.470 -4.907 1.098
C -0.682 1.091 3.754
C 1.117 -3.661 3.457
C -1.879 3.347 0.542
C -3.875 -4.017 1.981
C -3.960 4.373 1.165
C -1.659 1.203 -2.484
C 0.416 -2.467 3.341
C 1.640 -4.266 2.326
C 0.260 -1.875 2.100
C -3.962 2.189 0.156
C -1.754 1.640 -5.228
C 3.899 -3.607 -3.218
C 1.593 -3.456 -2.535
C 3.543 3.162 -2.570
C -3.043 -3.014 1.509
C 1.904 -2.378 -1.705
H -5.124 -5.684 1.468
H -0.878 -3.215 -1.391
H 1.876 5.994 -0.459
H 0.448 0.937 -2.750
H -1.543 1.208 3.113
H -1.115 -1.679 -2.270
H 3.396 3.077 1.593
H 2.181 -5.199 2.420
H -3.864 1.908 -4.956
H 2.554 1.344 3.241
H -2.564 -2.325 2.193
H 4.515 2.819 -2.928
H 2.347 -4.908 -3.911
H -0.287 -0.948 1.992
H -3.257 -0.418 0.440
H -3.783 1.557 -2.521
H 3.454 -1.061 -1.035
H -4.054 -4.110 3.045
H -2.034 5.276 1.456
H 1.902 -4.155 0.203
H -4.504 5.206 1.591
H 4.670 -4.089 -3.803
H 5.774 0.749 -0.184
H 1.262 -4.112 4.431
H 0.584 -3.836 -2.612
H -3.361 -0.586 -1.325
H 3.261 4.072 -3.100
H -4.519 1.328 -0.193
H 5.226 -2.150 -2.368
H -0.799 3.370 0.483
H 2.795 2.398 -2.781
H 0.365 1.327 -5.200
H -3.211 -3.702 -1.805
H -1.791 1.819 -6.294
H 2.579 0.826 5.703
H 0.415 0.499 6.892
H -5.729 3.229 0.765
H -1.699 0.646 5.560
H 5.337 4.314 -0.922
H 0.001 -1.997 4.225
H -4.692 -5.480 -0.956
```

***

[2]
# C39H41N7Nb

C39H41N7Nb as an isolated structure (wB97M-V/def2-TZVPD, OMol25).

charge: +3
energy relative to the best compared isomer or geometry (same formula, charge and spin): 178.9 kJ/mol
HOMO energy (alpha / beta): -15.03 / -15.10 eV
energy: -1949.984296 a.u.
2S+1: 1
gap between HOMO and LUMO (alpha / beta): 5.026 / 5.128 eV

Geometry as XYZ:
```
88
C39H41N7Nb | OMol25 | wB97M-V/def2-TZVPD
Nb 0.241 -0.190 -0.182
N 2.100 -0.516 0.607
N -0.081 -1.650 1.972
N 0.341 3.325 0.473
N 0.967 0.863 -1.802
N -0.109 -2.262 -0.331
N -0.244 0.691 1.838
N -1.545 0.735 -0.973
C -2.889 0.666 -0.352
C 0.763 4.751 -1.486
C 2.313 -1.450 1.616
C 4.198 -2.816 2.556
C -0.394 1.580 -5.222
C 2.527 -2.842 4.439
C -0.659 -2.576 1.011
C 0.099 3.182 1.779
C -1.738 2.092 -5.294
C -2.247 -2.469 1.062
C 0.926 5.388 2.176
C 3.384 0.624 -1.233
C 3.796 -2.941 3.931
C 0.107 -4.915 0.404
C 0.173 -3.241 -1.305
C -3.234 -1.726 -1.378
C 0.295 -4.577 -0.934
C 0.306 -2.835 -2.756
C 3.053 0.549 0.296
C -0.266 -4.027 1.384
C -1.328 1.198 -2.222
C 2.361 1.423 -1.985
C -0.565 1.976 2.345
C 0.323 4.270 2.706
C -1.457 2.036 3.412
C 0.379 1.195 -4.112
C 1.121 5.531 0.822
C -2.593 2.161 -4.226
C 1.390 -2.629 3.676
C -3.843 -0.359 -1.005
C -0.691 -0.456 2.453
C 0.022 1.038 -2.788
C 1.243 -1.936 2.436
C -1.900 0.882 4.069
C 0.702 4.493 -0.009
C -1.583 -0.360 3.544
C 3.609 -2.081 1.526
C -2.405 1.749 -2.880
C -3.083 -2.760 -0.257
H -2.630 -3.173 1.822
H 2.566 1.445 -3.083
H -2.710 0.538 0.704
H 4.608 -3.090 4.640
H 0.528 -5.362 -1.656
H 1.407 0.982 -4.450
H -2.654 -3.671 -0.644
H -4.065 -2.956 0.240
H 2.624 1.501 0.721
H -0.404 -4.287 2.469
H -3.812 -2.138 -2.270
H 1.219 6.202 2.821
H 3.508 -0.450 -1.646
H 0.427 -2.881 4.114
H -2.489 0.797 5.003
H 0.405 -5.895 0.759
H 1.565 6.423 0.293
H -2.077 2.467 -6.273
H 4.016 0.370 0.799
H -2.276 -1.510 -1.787
H 1.780 4.988 -1.715
H 4.357 1.100 -1.316
H -2.566 -1.450 1.423
H 5.169 -3.274 2.303
H 1.189 -2.198 -2.972
H -4.750 -0.452 -0.294
H 0.349 -3.668 -3.479
H -2.060 -1.262 3.983
H 4.224 -1.863 0.686
H 2.315 2.475 -1.756
H 0.109 1.456 -6.165
H -0.092 4.234 3.691
H -3.247 1.703 -0.492
H 2.346 -2.933 5.501
H 0.125 5.627 -1.684
H -4.199 0.182 -1.954
H -1.767 3.039 3.749
H 0.421 3.870 -2.059
H -0.509 -2.189 -3.113
H -3.581 2.589 -4.415
H -3.255 1.927 -2.300
```

***

[3]
# C39H42BClN4O4Pb

C39H42BClN4O4Pb as an isolated structure (wB97M-V/def2-TZVPD, OMol25).

HOMO energy: -6.85 eV
energy: -2709.167832 a.u.
2S+1: 1
gap between HOMO and LUMO: 6.050 eV

Geometry as XYZ:
```
92
C39H42BClN4O4Pb | OMol25 | wB97M-V/def2-TZVPD
Pb 1.078 0.787 -0.216
Cl 4.660 3.479 6.049
O -0.126 -1.403 0.631
O 0.338 1.328 2.097
O -2.407 -2.067 0.325
O 2.946 1.548 0.780
N -1.715 -0.091 -0.954
N 2.452 0.946 -2.182
N -0.824 -2.066 -1.792
N 0.477 2.716 -1.487
C -0.806 3.281 -0.946
C 3.718 2.743 -3.106
C -0.703 -2.689 4.053
C -1.850 -1.964 -3.972
C 3.261 2.074 1.900
C 1.066 1.704 3.102
C 2.504 2.244 -2.596
C -2.589 -4.579 5.736
C 0.138 -3.172 -1.988
C -2.106 -2.874 4.014
C -2.168 1.104 -0.188
C 1.248 3.031 -2.507
C 5.120 2.924 3.336
C 1.351 -2.842 -2.816
C -2.488 -2.149 6.343
C 0.989 4.203 -3.275
C 2.691 -0.804 -3.902
C -2.755 -2.747 2.752
C 2.406 2.106 3.137
C 4.054 3.976 -3.650
C 2.908 2.691 4.336
C -1.984 -2.160 1.650
C -2.032 2.397 -1.089
C 4.651 2.461 2.115
C -2.348 -0.379 -2.112
C 3.228 5.017 -4.014
C -4.471 -3.127 4.945
C 4.258 3.009 4.483
C -3.493 -0.464 -5.040
C -2.477 -1.421 -5.052
C -2.962 -3.177 5.282
C 1.852 4.989 -4.042
C 1.363 -1.597 -3.721
C -3.523 0.218 -2.598
C 3.333 -0.095 -2.699
C -0.575 -1.996 1.763
C -4.033 0.178 -3.929
C 0.066 -2.270 2.956
C -1.664 -1.476 -2.669
B -1.250 -1.426 -0.402
H 3.489 -1.455 -4.344
H -1.527 -4.629 5.998
H -1.138 -2.812 -4.137
H -2.725 -5.435 5.035
H -2.906 2.978 -0.856
H -0.214 -2.623 5.032
H 1.300 5.722 -4.710
H 1.010 -1.855 -4.744
H 6.119 3.262 3.506
H -0.615 3.490 0.099
H 3.686 5.913 -4.401
H 1.159 -2.094 3.087
H 2.341 2.690 5.262
H -1.017 4.157 -1.593
H 0.675 -0.765 -3.343
H -3.862 -0.101 -6.065
H 5.127 4.181 -3.748
H 2.445 -0.077 -4.627
H 5.252 2.380 1.224
H 0.473 -3.517 -0.975
H -2.113 2.041 -2.163
H -0.087 4.385 -3.349
H -4.862 0.868 -4.089
H 0.481 1.765 4.071
H 1.584 -3.684 -3.473
H -5.009 -3.479 5.808
H 4.535 2.056 -2.955
H -3.198 0.856 0.249
H -3.101 -2.248 7.298
H -4.701 -3.857 4.198
H 3.465 -0.838 -1.920
H 2.245 -2.879 -2.156
H -3.967 1.036 -1.975
H -2.102 -1.675 -6.019
H -3.838 -2.914 2.750
H -3.091 -4.850 6.678
H -4.773 -2.115 4.550
H -1.436 -2.366 6.589
H -0.358 -4.066 -2.458
H -1.481 1.176 0.683
H -2.393 -1.102 6.037
H 4.321 0.364 -2.899
```

***

[4]
# C39H42BrCdN8O3S

C39H42BrCdN8O3S as an isolated structure (wB97M-V/def2-TZVPD, OMol25).

charge: -1
energy relative to the best compared isomer or geometry (same formula, charge and spin): 46.1 kJ/mol
HOMO energy: -3.65 eV
energy: -5315.139611 a.u.
2S+1: 1
gap between HOMO and LUMO: 5.890 eV

Geometry as XYZ:
```
95
C39H42BrCdN8O3S | OMol25 | wB97M-V/def2-TZVPD
Cd -0.268 -0.081 -0.505
Br 0.380 0.347 3.215
S -0.087 3.425 1.023
O 2.555 -3.105 -1.629
O -1.088 -2.045 2.319
O 0.750 -1.773 -1.677
N 2.702 3.031 -2.200
N -1.442 3.885 3.261
N 0.412 2.881 -2.168
N -2.296 1.162 1.159
N -2.193 -1.312 0.026
N 1.708 1.212 -1.121
N -2.327 2.276 1.940
N 1.187 -1.144 1.013
C 3.003 0.696 -0.893
C 2.145 3.376 -4.564
C -3.376 -0.804 0.389
C 4.140 5.281 -4.724
C 2.909 3.670 -3.430
C -2.663 -2.490 4.100
C -4.550 -1.546 0.245
C 3.362 5.011 -5.840
C 1.852 -2.152 0.413
C -0.919 2.418 -2.353
C 4.788 0.299 0.688
C -3.052 2.956 -3.316
C -3.478 1.662 -3.055
C 3.143 -0.154 -3.271
C -1.786 -3.024 2.946
C 3.714 0.016 -1.890
C 5.494 -0.389 -0.289
C 2.663 -2.966 2.504
C 3.934 4.625 -3.517
C 1.184 -1.124 2.338
C -1.296 3.142 2.100
C 4.952 -0.525 -1.559
C -0.893 -4.166 3.476
C -3.281 -3.310 -0.714
C -2.630 0.789 -2.386
C -1.337 1.137 -1.980
C -4.726 1.068 1.503
C -1.321 4.769 -3.261
C -1.766 3.350 -2.983
C -3.399 0.534 1.015
C 3.544 0.828 0.386
C 1.939 -1.976 3.133
C -4.508 -2.801 -0.331
C 4.784 4.925 -2.311
C -2.159 -2.519 -0.532
C 1.724 -2.356 -1.110
C 2.605 -3.067 1.123
C 1.577 2.279 -1.821
C 2.367 4.050 -5.755
H 4.926 6.026 -4.780
H -0.675 4.524 3.392
H 3.513 2.872 -1.626
H 5.405 4.064 -2.042
H -3.061 2.359 2.625
H -4.478 1.354 -3.343
H 2.094 -0.452 -3.208
H 6.460 -0.826 -0.062
H 4.163 5.168 -1.445
H -0.264 -4.535 2.663
H 5.197 0.412 1.685
H 0.552 3.831 -2.461
H -4.985 0.633 2.474
H -5.499 -1.149 0.569
H 1.388 2.604 -4.512
H 3.210 0.774 -3.846
H -3.192 -4.289 -1.164
H 3.688 -0.931 -3.805
H -4.719 2.152 1.586
H -2.496 -3.529 2.235
H 3.130 -3.830 0.567
H 1.929 -1.866 4.206
H 1.757 3.810 -6.617
H 3.535 5.541 -6.769
H -0.247 -3.794 4.280
H 2.964 1.363 1.132
H -0.496 4.814 -3.981
H -1.177 -2.873 -0.823
H 5.447 5.765 -2.511
H -2.998 -0.213 -2.191
H 5.491 -1.086 -2.314
H -1.001 5.270 -2.341
H -3.720 3.663 -3.797
H -1.498 -4.996 3.864
H -3.260 -3.293 4.551
H -3.334 -1.718 3.712
H -2.026 -2.040 4.870
H -1.664 3.353 4.092
H -5.415 -3.379 -0.457
H -2.149 5.342 -3.679
H 3.271 -3.650 3.084
H -5.511 0.816 0.795
```

***

[5]
# C39H42BrF9Ge2N3O3Pt

C39H42BrF9Ge2N3O3Pt as an isolated structure (wB97M-V/def2-TZVPD, OMol25).

energy relative to the best compared isomer or geometry (same formula, charge and spin): 240.0 kJ/mol
HOMO energy (alpha / beta): -7.32 / -7.99 eV
energy: -9646.981424 a.u.
expectation value of S²: 8.776
2S+1: 6
gap between HOMO and LUMO (alpha / beta): 7.372 / 6.540 eV

Geometry as XYZ:
```
100
C39H42BrF9Ge2N3O3Pt | OMol25 | wB97M-V/def2-TZVPD
Pt -0.123 -0.019 0.561
Br -0.932 -1.976 -2.150
Ge -1.180 4.031 1.870
Ge -1.028 2.149 -0.209
F 2.882 1.364 0.854
F 4.009 3.131 1.311
F 2.458 5.297 1.656
F 0.904 0.428 -1.092
F 3.323 5.275 -0.317
F 3.555 2.702 -1.376
F 2.240 2.661 2.453
F 1.228 5.698 -0.061
F 1.804 3.735 -2.159
O 1.207 -0.485 2.114
O 0.558 3.249 0.511
O 1.879 0.068 4.591
N 1.070 -2.107 0.201
N 1.699 -2.608 1.285
N -1.523 -0.265 1.743
C -2.299 -1.113 2.579
C 1.601 -2.273 -0.941
C -3.752 -0.624 2.561
C 3.778 -2.698 3.221
C 4.945 -2.634 3.968
C 1.704 -1.495 -3.226
C -2.230 -2.538 2.005
C -1.378 2.907 -4.353
C -1.057 5.020 -3.262
C 2.234 4.942 0.384
C -1.251 2.256 -3.135
C 2.542 -0.488 -5.267
C 1.431 -0.962 -4.560
C -1.285 4.289 -4.417
C -1.937 2.754 3.171
C 5.117 -1.596 4.867
C 1.508 -1.766 2.468
C -3.267 0.465 -0.891
C -5.378 1.822 0.258
C 2.267 2.970 -1.173
C -3.004 1.616 -0.149
C 0.176 -0.860 -5.165
C 0.104 5.098 2.874
C -4.078 2.288 0.418
C 2.918 -0.765 4.316
C -0.914 4.369 -2.047
C -2.438 5.353 1.105
C -1.725 -1.041 4.009
C 2.767 -1.751 3.334
C 0.047 -0.299 -6.424
C 2.410 0.080 -6.520
C 2.769 2.627 1.228
C -4.562 0.004 -1.067
C 1.157 0.178 -7.106
C 0.955 -1.866 -2.182
C -5.624 0.681 -0.487
C -1.012 2.983 -1.972
C 1.886 3.422 0.233
C 4.099 -0.676 5.045
H 0.890 4.486 3.311
H -1.220 -2.931 2.031
H -6.636 0.320 -0.615
H -2.449 -0.091 -1.335
H 2.659 -2.899 1.107
H -1.325 1.177 -3.100
H -0.698 4.946 -1.158
H -6.200 2.359 0.713
H 0.553 5.873 2.253
H 3.285 0.447 -7.039
H 2.185 0.762 5.187
H 6.027 -1.510 5.443
H -4.192 -0.741 1.572
H -4.738 -0.888 -1.654
H -2.008 -1.938 4.561
H -0.933 -0.233 -6.875
H -0.704 -1.225 -4.663
H -4.328 -1.205 3.279
H 3.522 -0.556 -4.812
H 5.708 -3.388 3.844
H -0.465 5.576 3.673
H -1.366 1.828 3.155
H -2.119 -0.171 4.531
H 4.205 0.120 5.773
H 0.714 -2.239 3.073
H -1.384 4.795 -5.368
H -1.865 6.231 0.809
H -2.978 2.531 2.961
H -3.009 5.005 0.250
H -2.878 -3.185 2.595
H -3.121 5.633 1.909
H -3.804 0.426 2.838
H 3.669 -3.538 2.547
H -2.568 -2.542 0.970
H 1.048 0.621 -8.086
H -0.639 -0.961 3.989
H -3.926 3.189 0.993
H -0.979 6.098 -3.305
H 2.587 -2.738 -1.040
H -1.550 2.333 -5.253
H 2.767 -1.532 -3.001
H -1.845 3.209 4.158
```